# 1
Molecular formula: C6H12N2
Method: DFT, ωB97M-V/def2-TZVPD

Kohn-Sham gap   9.61 eV
SMILES   Cc1c[nH]cn1.CC
Energy above the lowest of the compared OMol25 structures with the same formula, charge and spin   55.4 kJ/mol
Spin multiplicity   1
LUMO energy   0.0335 hartree

Each line ends with the Löwdin charge.
Cartesian coordinates (Å):
N (-0.3056, -0.5216, -2.5783)  0.05
H (-0.0983, -1.3853, 0.7432)  0.05
H (-1.0222, -2.3728, 1.8045)  0.06
H (-1.7471, -0.9523, 1.0621)  0.06
H (1.2178, 1.2224, 0.6982)  0.06
H (2.4994, 1.7524, -0.4699)  0.08
N (-0.6637, 1.3598, -1.4898)  0.09
H (0.6225, -0.6815, 2.9422)  0.07
H (1.7638, -0.8332, -2.0028)  0.11
H (-0.3585, -1.3357, -3.1519)  0.14
H (1.3380, 2.8114, -0.1781)  0.07
C (0.6583, 0.9938, -1.3015)  -0.36
C (-1.1729, 0.4480, -2.2514)  -0.24
H (-2.2045, 0.4644, -2.5762)  0.12
H (-0.7480, -1.0672, 3.7484)  0.06
H (-0.8123, 0.4386, 2.8973)  0.06
C (-0.4689, -0.5900, 2.8045)  -0.18
C (1.4141, 1.7319, -0.2435)  -0.05
C (0.9265, -0.1601, -1.9973)  -0.06
C (-0.8382, -1.3229, 1.5403)  -0.18


# 2
Molecular formula: C14H30N6O6SV
Method: DFT, ωB97M-V/def2-TZVPD

Kohn-Sham gap (alpha / beta)   8.22 / 9.03 eV
Total charge   +3
Energy above the lowest of the compared OMol25 structures with the same formula, charge and spin   33.0 kJ/mol
Spin multiplicity   3
LUMO energy (alpha / beta)   -0.3822 / -0.3523 hartree

Each line ends with the Löwdin charge.
Cartesian coordinates (Å):
H (1.0356, -6.3534, 2.3006)  0.14
H (-5.0248, -0.2166, 0.2611)  0.14
H (2.3407, 1.1006, 1.2514)  0.17
O (-0.9360, -0.5159, 1.8499)  0.02
H (1.8777, -5.6698, 0.9015)  0.10
C (1.0605, -5.5142, 1.6023)  -0.19
N (-0.9744, -2.1725, -0.4817)  -0.01
N (-1.2073, 0.4963, -2.2304)  -0.03
C (0.1497, 0.0449, 1.6476)  -0.55
H (-1.0949, -5.4005, 1.6455)  0.13
O (1.7448, -4.2354, -2.7277)  0.16
H (-2.8063, -2.2574, 1.4245)  0.08
H (-4.1374, -0.3312, -3.7711)  0.14
N (-0.4385, -4.2315, 0.0676)  0.09
O (0.2514, -3.7337, 3.3504)  -0.31
H (3.3053, 0.3434, 2.3660)  0.19
H (0.8741, 0.3661, 3.6374)  0.17
H (-1.8731, -1.2210, -3.2665)  0.12
O (1.8953, -3.0025, 1.6766)  -0.34
O (0.3443, 0.5919, 0.4895)  -0.07
H (4.3484, -4.2786, 2.1953)  0.08
H (-1.4032, 1.5004, -2.2584)  0.13
C (-3.5781, 0.0583, -2.9203)  -0.16
C (3.9915, -5.0339, 2.8938)  -0.09
H (1.5550, -1.0257, 2.7662)  0.12
H (-5.0278, -1.1240, -1.8539)  0.14
H (-1.8756, 0.2548, -4.2293)  0.14
N (1.1949, -4.7484, -1.7862)  -0.31
C (-4.0808, -0.6295, -1.6350)  -0.17
H (-0.4287, -6.3216, 0.2876)  0.15
H (-4.8332, 1.1973, -0.7567)  0.14
H (2.9389, -3.6752, 4.2444)  0.11
H (3.8206, -5.9647, 2.3548)  0.08
H (-3.8035, 1.1295, -2.8975)  0.13
H (2.3216, -5.3248, 4.2936)  0.12
H (-0.2476, 0.4357, -2.5778)  0.12
H (-3.0100, 1.6564, 0.3734)  0.13
C (0.2774, -3.8867, -1.0646)  -0.10
H (4.7802, -5.2242, 3.6194)  0.10
C (-2.1132, -0.1570, -3.2491)  -0.19
H (2.5003, 1.7218, 2.7786)  0.19
H (-1.7519, -3.2395, 2.4523)  0.09
H (0.3278, -2.0618, -2.2376)  0.14
C (-0.2962, -5.4415, 0.9103)  -0.08
O (1.3130, -5.8861, -1.3885)  0.14
H (-3.2334, 0.3765, 1.3166)  0.12
N (-3.0984, 0.6385, 0.3397)  -0.02
C (-4.3512, 0.2748, -0.4376)  -0.16
C (-1.2019, -3.1827, 0.3899)  -0.27
N (2.4242, 0.8511, 2.2446)  0.24
C (1.2468, 0.0200, 2.6750)  0.01
H (-3.4134, -1.4581, -1.3451)  0.10
H (-2.9023, -4.0125, 1.3386)  0.12
C (-0.0525, -2.6304, -1.4056)  0.00
C (-2.2193, -3.1716, 1.4702)  0.04
C (2.7488, -4.5643, 3.6375)  -0.28
S (1.4267, -4.0573, 2.5735)  0.67
V (-1.2998, -0.2192, -0.2536)  1.14


# 3
Molecular formula: C35H38CrN4S4
Method: DFT, ωB97M-V/def2-TZVPD

Kohn-Sham gap (alpha / beta)   4.80 / 5.06 eV
Total charge   -2
Energy above the lowest of the compared OMol25 structures with the same formula, charge and spin   121.2 kJ/mol
Spin multiplicity   5
LUMO energy (alpha / beta)   0.1585 / 0.1583 hartree

Each line ends with the Löwdin charge.
Cartesian coordinates (Å):
C (-3.8819, 1.8339, 0.8394)  -0.12
C (2.8082, 4.1848, -0.3142)  -0.13
C (-3.1442, 2.7656, -1.6410)  -0.15
C (-2.5918, -1.5195, 2.9471)  -0.29
S (-1.6427, 0.3057, 1.2013)  0.90
C (1.8589, 2.3153, 0.9428)  -0.36
Cr (0.5464, -0.1202, -0.4659)  0.18
H (3.1594, 5.2104, -0.3776)  0.08
H (1.5022, 2.4616, 3.0253)  0.03
C (2.8744, 3.3425, -1.4595)  -0.10
H (-5.6320, 3.0614, 0.6468)  0.08
C (3.3376, -2.7393, -0.0066)  -0.03
N (1.8028, 1.5507, -0.2411)  -0.04
H (-1.8121, 2.4826, 4.9603)  0.07
H (-0.7148, -3.1722, -4.3449)  0.09
C (-4.7096, 2.7299, 0.1823)  -0.13
C (2.3387, 2.0822, -1.3646)  -0.41
H (-1.9817, -4.5238, -0.0792)  0.07
C (0.2354, -2.6758, -4.5001)  -0.14
C (-3.1258, -3.7048, 1.5923)  -0.38
C (2.3171, 3.6959, 0.8397)  -0.08
C (-2.1834, -1.8835, 5.3538)  -0.11
N (1.3710, -1.5080, 1.0052)  0.03
H (4.0299, -1.9165, -0.1763)  0.06
H (-1.5126, -2.8925, 0.4030)  0.03
H (2.9887, 1.7287, -3.3600)  0.07
N (-2.6320, -0.9310, 1.7182)  -0.30
H (2.2557, 4.3063, 1.7326)  0.09
C (0.7968, -2.0003, -3.3893)  -0.68
C (2.3200, 1.2731, -2.6367)  -0.42
H (-4.9464, 3.9194, -1.5997)  0.08
H (2.5579, -2.1070, -6.9118)  0.08
H (0.3710, -3.2587, -6.5474)  0.09
H (-3.4375, -4.7036, 1.9146)  0.10
H (-0.1926, -1.0754, 2.4495)  0.04
C (-2.3477, -0.9890, 4.2868)  -0.14
C (0.8475, -2.7185, -5.7358)  -0.13
H (2.8335, -2.9487, -0.9499)  0.06
H (2.9204, -3.8298, 2.4393)  0.14
N (2.2925, -3.0892, 2.1968)  0.09
H (-4.0223, -2.2092, 0.2942)  0.06
H (0.9713, -3.0309, 3.9172)  0.11
H (-4.5081, 0.1674, 5.5835)  0.07
C (-2.3163, -3.2555, 5.2497)  -0.15
H (-2.8436, 3.1209, -2.6204)  0.08
H (1.3204, 1.2151, -3.0649)  0.02
H (-0.6102, 1.3871, 4.2531)  0.07
H (-5.1964, -3.1230, 1.2493)  0.07
H (-1.9574, 1.9487, 3.2853)  0.03
H (-4.4548, 0.5725, 3.8733)  0.06
C (-2.4960, 0.4543, 4.8113)  -0.38
H (3.2701, 3.6949, -2.4030)  0.08
H (-2.8499, -4.8262, 3.8971)  0.09
C (-3.9987, 0.7889, 4.8406)  -0.07
C (2.6335, -1.3859, -4.8887)  -0.14
C (-1.8314, -3.8639, 0.7826)  -0.08
C (-4.2560, -3.1919, 0.6920)  -0.09
C (-4.3224, 3.2072, -1.0681)  -0.14
C (-2.6894, 1.3854, 0.2738)  -0.49
H (-4.1638, 1.4541, 1.8130)  0.08
H (3.8993, -3.6251, 0.3008)  0.07
S (-0.0416, -2.1194, -1.8677)  0.59
H (-1.9711, -1.4641, 6.3343)  0.09
S (-0.8994, 1.2681, -1.8819)  0.62
H (1.1394, 0.8092, 2.2876)  -0.01
C (-2.8321, -2.9501, 2.8909)  -0.15
C (2.0661, -2.0748, -5.9461)  -0.14
C (2.0198, -1.3274, -3.6335)  -0.54
H (-1.0320, -4.2713, 1.4087)  0.07
H (-4.3941, -3.8918, -0.1414)  0.06
H (-2.1821, -3.9028, 6.1100)  0.07
H (-4.1766, 1.8440, 5.0856)  0.07
H (-2.1813, 0.3739, 5.8528)  0.10
C (0.6785, -1.6541, 2.2045)  -0.15
H (3.5779, -0.8680, -5.0188)  0.09
S (2.8746, -0.4401, -2.3567)  0.91
C (1.2366, -2.6279, 2.9535)  -0.07
C (2.3344, -2.3995, 1.0354)  -0.37
C (-2.6842, -3.7563, 4.0071)  -0.10
C (-1.6768, 1.6313, 4.2808)  -0.09
C (1.4991, 1.8144, 2.1556)  -0.03
C (-2.3011, 1.8307, -1.0051)  -0.67


# 4
Molecular formula: C2H8NO
Method: DFT, ωB97M-V/def2-TZVPD

Kohn-Sham gap   7.24 eV
Total charge   -1
Energy above the lowest of the compared OMol25 structures with the same formula, charge and spin   51.9 kJ/mol
Spin multiplicity   1
LUMO energy   0.1639 hartree

Each line ends with the Löwdin charge.
Cartesian coordinates (Å):
H (-1.4520, -1.5683, 0.4412)  0.06
H (1.9275, 0.6956, -0.4500)  0.06
H (0.1018, 2.0354, 2.3321)  -0.17
H (-1.6330, -0.4447, -0.8998)  0.06
H (-0.5488, -1.8403, -1.0064)  0.05
C (-0.8973, -1.0444, -0.3195)  -0.21
H (1.2070, -0.4030, -1.6067)  0.05
H (-0.1107, 0.2906, 1.0395)  0.02
H (0.4475, 1.1549, -1.3170)  0.06
O (-0.2435, 1.1385, 2.3762)  -0.55
C (0.9710, 0.3177, -0.8078)  -0.22
N (0.2304, -0.3320, 0.2183)  -0.21


Look up the energy above the lowest of the compared OMol25 structures with the same formula, charge and spin of the third one.
121.2 kJ/mol


Among the records above, which one has the highest spin multiplicity?
C35H38CrN4S4


Which of these has the lowest energy above the lowest of the compared OMol25 structures with the same formula, charge and spin?
C14H30N6O6SV